Entry 1:
Computed, not measured: a cluster of 2 separate species, C6H12Si in total in a non-equilibrium geometry, with ωB97M-V with the def2-TZVPD basis set.

Cartesian coordinates (Å):
C: 3.3678 0.2188 -2.6062
C: 2.7604 0.3394 -3.6292
C: -1.6810 1.4358 2.4725
C: -0.4695 -1.9408 -1.0517
C: -0.4296 1.3432 1.6708
C: -0.6013 -1.1079 0.1598
Si: -0.9778 0.8343 -0.1412
H: 3.9243 -0.2008 -1.7768
H: -2.5503 2.0702 2.1307
H: -2.0948 0.4171 2.3962
H: -1.5501 1.7444 3.5114
H: -1.4105 -1.7636 -1.6492
H: 0.4424 -1.4999 -1.6563
H: -0.2109 -2.9969 -0.9020
H: 0.2801 0.5817 2.1912
H: 0.1469 2.2429 1.6182
H: 0.2331 -1.1691 0.8433
H: -1.4299 -1.4196 0.7836
H: 2.2506 0.8710 -4.3651

Calculated values
- HOMO-LUMO gap (eV) = 7.82
- ΔE to the lowest compared entry with this formula, charge and spin (kJ/mol) = 469.6
- max |F| (eV/A) = 2.98
- HOMO level (eV) = -8.16

=====

Entry 2:
Computed, not measured: the molecule C6H12Si in a non-equilibrium geometry, with ωB97M-V with the def2-TZVPD basis set.

Cartesian coordinates (Å):
C: -0.2686 1.2975 2.6513
C: -2.3833 -0.0614 -1.8504
C: -0.1055 0.0377 2.2992
C: -2.0503 -0.7631 -0.8047
C: 2.2452 -0.3657 -0.8559
C: 0.8042 0.0949 -1.0362
Si: -0.3911 -0.6524 0.3197
H: -0.4045 1.5249 3.6901
H: -0.3205 2.0500 1.8835
H: -1.6543 0.6591 -2.2425
H: -3.2754 -0.3046 -2.2889
H: -0.2332 -0.7737 2.9643
H: 2.8795 -0.1314 -0.0036
H: 2.3222 -1.5142 -0.9714
H: 2.8928 0.0510 -1.6724
H: 0.2817 -0.1073 -2.0301
H: 0.7412 1.1586 -1.1474
H: -2.8381 -1.5351 -0.4927
H: -0.0208 -2.0210 0.2860

Calculated values
- SMILES string = C=C[SiH](C=C)CC
- HOMO-LUMO gap (eV) = 10.42
- ΔE to the lowest compared entry with this formula, charge and spin (kJ/mol) = 296.0
- max |F| (eV/A) = 4.19
- HOMO level (eV) = -9.60

=====

Entry 3:
Computed, not measured: a structure of composition C6H13AgO3 in a non-equilibrium geometry, with ωB97M-V with the def2-TZVPD basis set.

Cartesian coordinates (Å):
C: -0.4650 2.8853 -0.6312
O: -0.1487 1.8381 -1.5663
C: -1.2960 0.9877 -1.8370
C: -1.6593 0.3425 -0.5202
O: -0.8935 -0.9070 -0.5114
C: -0.8504 -1.5898 0.7158
C: 0.5794 -1.9991 0.9931
O: 1.3687 -0.8208 1.0168
C: 2.7420 -1.0478 1.2461
Ag: 0.6362 0.6595 -0.1429
H: 0.4080 3.5510 -0.5646
H: -1.1700 3.5674 -1.1371
H: -1.1456 0.3579 -2.7302
H: -2.1231 1.6656 -2.1097
H: -2.7338 0.0898 -0.5313
H: -1.4931 -2.4854 0.6950
H: -1.2049 -0.9340 1.5292
H: 0.9508 -2.6732 0.2019
H: 0.6464 -2.5216 1.9618
H: 3.2355 -0.0711 1.3080
H: 2.8905 -1.5900 2.1926
H: 3.1820 -1.6309 0.4213
H: -1.4559 2.3260 0.0002

Calculated values
- HOMO-LUMO gap (eV) = 6.69
- ΔE to the lowest compared entry with this formula, charge and spin (kJ/mol) = 362.3
- max |F| (eV/A) = 4.57
- HOMO level (eV) = -6.05

=====

Entry 4:
Computed, not measured: a cluster of 2 separate species, C6H13B3ClNO4 in total in a non-equilibrium geometry, with ωB97M-V with the def2-TZVPD basis set.

Cartesian coordinates (Å):
C: 0.4806 2.2626 1.4691
O: -0.1285 1.1605 2.1107
C: 0.3648 -0.0816 1.6320
B: 1.9226 -0.2237 1.8334
O: 2.7708 -0.5531 0.7811
B: 3.7371 0.4146 0.6222
O: 4.4653 0.7425 1.7531
B: 3.8596 0.4829 2.9620
Cl: 4.7808 0.7041 4.4332
O: 2.5554 0.0598 3.0367
H: -0.1885 3.1167 1.5570
H: 0.6419 2.0704 0.4036
H: 1.4301 2.5301 1.9550
H: 0.1322 -0.2278 0.5710
H: -0.1636 -0.8615 2.1896
H: 3.8850 1.0104 -0.3925
C: -3.8624 -0.9335 -1.7580
C: -2.9371 -1.3236 -2.9034
C: -1.4775 -1.4796 -2.4591
C: -0.9413 -0.2353 -1.9108
N: -0.5254 0.7371 -1.4686
H: -3.5873 0.0355 -1.3395
H: -4.8931 -0.8636 -2.1042
H: -3.8275 -1.6718 -0.9547
H: -2.9919 -0.5746 -3.6952
H: -3.2628 -2.2703 -3.3371
H: -0.8456 -1.7768 -3.2970
H: -1.3937 -2.2503 -1.6897

Calculated values
- SMILES string = COCB1OBOB(Cl)O1.CCCC#N
- HOMO-LUMO gap (eV) = 10.08
- max |F| (eV/A) = 1.13
- HOMO level (eV) = -9.56